# C4H8O2

A cluster of 2 separate species, C4H8O2 in total (ωB97M-V with the def2-TZVPD basis set, OMol25).

Structure (XYZ):
```
14
Properties=species:S:1:pos:R:3:lowdin_charge:R:1
C -1.3113 -0.9647 -0.5379 -0.10
C -0.1036 -0.2485 -1.0755 -0.17
C 1.1464 -0.3628 -0.6243 -0.25
O 1.5836 -1.1222 0.4185 0.00
H -1.1416 -1.4143 0.4494 0.06
H -2.1530 -0.2728 -0.4274 0.08
H -1.6353 -1.7685 -1.2102 0.08
H -0.2577 0.4272 -1.9117 0.10
H 1.9709 0.1937 -1.0604 0.12
H 0.8557 -1.6713 0.7393 0.09
C 0.2636 1.7977 1.3068 -0.17
O -0.3027 2.8036 0.9644 -0.01
H -0.2814 0.9077 1.6830 0.08
H 1.3662 1.6952 1.2858 0.08
```

Its SMILES is C/C=C\O.C=O. For the energy relative to the best compared isomer or geometry (same formula, charge and spin), the calculation gives 215.18 kJ/mol. The calculation puts the HOMO energy at -0.333 Eh. For the HOMO-LUMO gap, the calculation gives 0.3579 Eh.